{
  "formula": "C5H13N2",
  "method": "wB97M-V/def2-TZVPD",
  "smiles": "C[C@H]([NH3+])C/C=C/N",
  "largest_force_ha_per_bohr": 0.029,
  "lumo_energy_ev": -3.2,
  "total_energy_ev": -8368.8851,
  "de_lowest_kj_mol": 185.76,
  "homo_ev": -11.8,
  "total_charge": 1,
  "gap_ev": 8.53,
  "symbols": ["C", "C", "C", "C", "C", "N", "N", "H", "H", "H", "H", "H", "H", "H", "H", "H", "H", "H", "H", "H"],
  "coordinates": [[-1.51, 0.00, 2.06], [-0.61, -0.43, 0.91], [-0.16, 0.81, 0.10], [0.85, 0.60, -1.00], [0.49, 0.01, -2.16], [1.08, 0.15, -3.37], [0.67, -1.04, 1.45], [-2.51, 0.21, 1.69], [-1.14, 0.95, 2.47], [-1.72, -0.73, 2.83], [-1.20, -1.12, 0.31], [0.32, 1.44, 0.86], [-1.08, 1.31, -0.19], [1.89, 0.77, -0.74], [-0.47, -0.50, -2.17], [1.78, 0.87, -3.44], [0.50, 0.19, -4.19], [1.35, -0.96, 0.68], [0.50, -2.02, 1.64], [0.97, -0.51, 2.27]]
}

{
  "formula": "C17H28ClO2PRu",
  "method": "wB97M-V/def2-TZVPD",
  "largest_force_ha_per_bohr": 0.143,
  "lumo_energy_ev": [-7.3, -11.4],
  "total_energy_ev": -46550.5889,
  "spin_multiplicity": 5,
  "s_squared": 6.02,
  "homo_ev": [-13.5, -16.9],
  "total_charge": 2,
  "gap_ev": [6.25, 5.50],
  "symbols": ["Cl", "C", "C", "C", "H", "C", "C", "H", "H", "H", "C", "Ru", "C", "O", "C", "O", "H", "H", "H", "C", "C", "C", "P", "C", "C", "C", "C", "C", "C", "H", "H", "H", "H", "H", "H", "H", "H", "H", "H", "H", "H", "H", "H", "H", "H", "H", "H", "H", "H", "H"],
  "coordinates": [[-1.12, 3.06, -4.46], [-0.48, -1.34, -2.59], [0.95, -1.56, -2.49], [1.61, -0.56, -3.27], [1.44, -2.37, -1.97], [0.61, 0.23, -3.96], [-0.68, -0.22, -3.47], [-1.63, 0.18, -3.81], [-1.25, -1.96, -2.15], [2.68, -0.44, -3.42], [0.87, 1.27, -4.95], [0.36, 0.53, -1.66], [1.85, 1.55, -1.14], [2.75, 2.19, -0.79], [-0.91, 1.89, -1.47], [-1.70, 2.72, -1.28], [1.83, 1.76, -4.76], [0.01, 2.12, -4.84], [0.82, 0.90, -5.98], [-0.49, 2.69, 1.73], [0.13, 1.35, 2.14], [-0.42, 0.96, 3.52], [0.05, -0.01, 0.84], [1.48, -1.15, 1.27], [1.93, -1.15, 2.74], [1.28, -2.59, 0.78], [-1.53, -1.00, 1.04], [-1.67, -1.79, 2.34], [-2.75, -0.10, 0.80], [-1.58, 2.61, 1.58], [-0.03, 3.10, 0.82], [-0.32, 3.41, 2.54], [1.22, 1.51, 2.22], [-1.52, 0.94, 3.53], [-0.03, 0.01, 3.90], [-0.11, 1.74, 4.23], [2.28, -0.69, 0.67], [1.20, -1.65, 3.39], [2.86, -1.72, 2.81], [2.13, -0.15, 3.13], [0.80, -2.65, -0.20], [2.27, -3.05, 0.70], [0.70, -3.19, 1.49], [-1.46, -1.71, 0.20], [-1.86, -1.13, 3.20], [-2.53, -2.45, 2.24], [-0.80, -2.42, 2.57], [-2.74, 0.33, -0.21], [-3.66, -0.71, 0.90], [-2.81, 0.72, 1.53]]
}

{
  "formula": "C6H10O2",
  "method": "wB97M-V/def2-TZVPD",
  "largest_force_ha_per_bohr": 0.206,
  "lumo_energy_ev": 0.9,
  "total_energy_ev": -10472.4830,
  "de_lowest_kj_mol": 645.19,
  "homo_ev": -9.2,
  "total_charge": 0,
  "gap_ev": 10.10,
  "symbols": ["C", "C", "C", "C", "C", "C", "H", "H", "H", "H", "H", "H", "H", "H", "H", "H", "O", "O"],
  "coordinates": [[2.28, 0.03, 0.06], [0.79, 0.20, 0.10], [-0.10, 1.50, -0.47], [-1.46, 0.96, -0.01], [-1.11, -0.32, 0.72], [-0.99, -1.30, -0.42], [3.05, -0.47, -0.89], [2.57, -0.82, 1.24], [2.50, 1.35, 0.25], [-0.01, 1.46, -1.42], [0.14, 2.53, -0.25], [-1.89, 1.81, 0.59], [-2.37, 0.95, -0.67], [-1.81, -0.91, 1.48], [-1.13, -2.38, -0.09], [-1.53, -1.11, -1.33], [0.30, -0.87, -0.93], [0.21, -0.23, 1.08]]
}

{
  "formula": "C19H23N4PdS4",
  "method": "wB97M-V/def2-TZVPD",
  "largest_force_ha_per_bohr": 0.008,
  "lumo_energy_ev": [-12.8, -12.8],
  "total_energy_ev": -72829.3504,
  "homo_ev": [-16.5, -16.5],
  "total_charge": 3,
  "gap_ev": [3.67, 3.68],
  "symbols": ["Pd", "N", "C", "S", "N", "N", "C", "C", "C", "C", "C", "C", "C", "C", "C", "C", "C", "C", "N", "H", "H", "H", "H", "H", "H", "H", "H", "H", "H", "H", "C", "C", "S", "C", "C", "S", "C", "C", "S", "H", "H", "H", "H", "H", "H", "H", "H", "H", "H", "H", "H"],
  "coordinates": [[0.44, 0.51, 0.50], [-3.16, 1.11, 2.75], [-2.08, 0.80, 2.08], [-0.79, 1.89, 1.80], [-2.05, -0.49, 1.57], [-0.97, -0.78, 0.97], [-0.88, -2.05, 0.34], [-1.93, -2.97, 0.29], [-2.87, -3.16, 1.35], [-3.85, -4.11, 1.22], [-3.97, -4.85, 0.04], [-3.09, -4.66, -1.03], [-2.06, -3.76, -0.91], [0.44, -2.29, -0.23], [0.87, -3.58, -0.53], [2.14, -3.78, -1.05], [2.97, -2.70, -1.18], [2.51, -1.43, -0.79], [1.29, -1.22, -0.34], [-3.28, 2.02, 3.17], [-3.91, 0.44, 2.86], [-2.74, -2.64, 2.28], [-4.52, -4.31, 2.05], [-4.77, -5.57, -0.06], [-3.22, -5.21, -1.95], [-1.41, -3.57, -1.75], [0.23, -4.42, -0.31], [2.48, -4.78, -1.30], [3.98, -2.79, -1.55], [3.18, -0.59, -0.82], [-0.13, 4.63, -0.49], [-0.24, 3.76, -1.73], [0.02, 1.94, -1.65], [1.73, 1.73, -2.21], [2.77, 2.24, -1.24], [2.59, 1.59, 0.46], [2.90, 3.08, 1.46], [1.82, 4.15, 1.56], [1.54, 5.13, 0.05], [-0.69, 4.23, 0.35], [-0.62, 5.57, -0.75], [0.45, 4.10, -2.51], [-1.24, 3.83, -2.14], [1.85, 2.24, -3.17], [1.81, 0.66, -2.42], [2.71, 3.32, -1.15], [3.78, 1.98, -1.58], [3.82, 3.48, 1.02], [3.16, 2.70, 2.45], [2.12, 4.83, 2.35], [0.87, 3.73, 1.86]]
}

{
  "formula": "C4H6F3N2O3",
  "method": "wB97M-V/def2-TZVPD",
  "largest_force_ha_per_bohr": 0.086,
  "lumo_energy_ev": [-5.6, -5.6],
  "total_energy_ev": -21506.7241,
  "de_lowest_kj_mol": 0.00,
  "homo_ev": [-15.6, -15.6],
  "total_charge": 1,
  "gap_ev": [9.98, 9.98],
  "symbols": ["C", "C", "C", "C", "N", "N", "O", "O", "O", "F", "F", "F", "H", "H", "H", "H", "H", "H"],
  "coordinates": [[-0.25, 1.94, -0.44], [-1.65, 0.29, 0.96], [-0.53, 0.63, 0.12], [1.69, 0.04, -0.57], [0.44, -0.29, 0.14], [0.03, -2.87, 0.02], [-0.41, -2.60, -0.97], [0.48, -1.42, 0.83], [0.35, -3.72, 0.74], [1.32, -0.02, -1.87], [2.34, 1.15, -0.33], [2.60, -0.89, -0.33], [-0.09, 1.95, -1.59], [-1.17, 2.55, -0.13], [0.62, 2.41, -0.09], [-2.52, 0.89, 0.54], [-1.81, -0.79, 1.10], [-1.44, 0.75, 1.88]]
}

{
  "formula": "CH4N2S",
  "method": "wB97M-V/def2-TZVPD",
  "largest_force_ha_per_bohr": 0.105,
  "lumo_energy_ev": [0.1, 0.1],
  "total_energy_ev": -14911.2756,
  "de_lowest_kj_mol": 610.64,
  "homo_ev": [-8.2, -8.2],
  "total_charge": 0,
  "gap_ev": [8.22, 8.22],
  "symbols": ["C", "N", "N", "S", "H", "H", "H", "H"],
  "coordinates": [[-0.57, -0.53, 0.62], [-0.22, 0.88, 0.52], [0.58, -0.01, -0.07], [2.34, 0.13, 0.08], [-0.47, -0.83, 1.70], [-1.38, -1.07, 0.15], [-0.97, 1.52, -0.80], [2.64, -0.93, -0.77]]
}

{
  "formula": "C18H30BrMnN4STe",
  "method": "wB97M-V/def2-TZVPD",
  "largest_force_ha_per_bohr": 0.029,
  "lumo_energy_ev": [-2.6, -3.4],
  "total_energy_ev": -144595.8929,
  "spin_multiplicity": 2,
  "de_lowest_kj_mol": 201.80,
  "s_squared": 1.12,
  "homo_ev": [-9.8, -9.7],
  "total_charge": 1,
  "gap_ev": [7.18, 6.36],
  "symbols": ["Mn", "N", "C", "C", "N", "C", "C", "N", "H", "H", "H", "H", "H", "H", "H", "H", "H", "H", "H", "H", "H", "C", "C", "C", "C", "C", "H", "H", "H", "H", "H", "H", "H", "H", "H", "H", "Br", "C", "C", "C", "C", "N", "C", "H", "H", "H", "H", "Te", "C", "C", "C", "C", "S", "H", "H", "H"],
  "coordinates": [[0.55, 0.72, -0.55], [-1.36, 1.68, -0.89], [-1.23, 3.10, -0.51], [-0.07, 3.73, -1.28], [1.04, 2.76, -1.39], [2.41, 3.22, -1.08], [2.95, 2.43, 0.11], [2.60, 1.01, -0.07], [-2.10, 1.24, -0.34], [-1.67, 1.57, -1.85], [-2.15, 3.66, -0.69], [-1.03, 3.14, 0.56], [-0.40, 4.04, -2.27], [0.26, 4.62, -0.75], [1.05, 2.41, -2.34], [3.05, 3.07, -1.95], [2.42, 4.28, -0.85], [4.02, 2.59, 0.22], [2.47, 2.78, 1.02], [3.16, 0.60, -0.81], [2.86, 0.48, 0.76], [1.32, -3.03, -2.55], [1.31, -2.36, -1.17], [0.51, -3.21, -0.19], [2.76, -2.29, -0.66], [0.81, -0.94, -1.20], [1.76, -4.03, -2.48], [1.91, -2.45, -3.26], [0.31, -3.14, -2.94], [0.88, -4.24, -0.20], [-0.54, -3.23, -0.47], [0.60, -2.84, 0.83], [3.17, -3.29, -0.55], [2.81, -1.80, 0.31], [3.40, -1.75, -1.37], [0.88, -0.45, -2.23], [0.11, 2.89, 4.87], [-0.23, 1.48, 3.68], [-0.89, 0.34, 4.08], [-1.12, -0.64, 3.13], [-0.66, -0.46, 1.84], [0.00, 0.65, 1.45], [0.19, 1.60, 2.36], [-1.23, 0.22, 5.10], [-1.65, -1.55, 3.38], [-0.84, -1.19, 1.06], [0.70, 2.50, 2.05], [-1.90, -1.16, -2.45], [-3.21, -1.72, -0.92], [-3.23, -2.86, -0.17], [-4.29, -2.87, 0.80], [-5.05, -1.75, 0.76], [-4.49, -0.67, -0.44], [-2.54, -3.67, -0.31], [-4.48, -3.70, 1.47], [-5.92, -1.52, 1.35]]
}

{
  "formula": "CH2Cl2O",
  "method": "wB97M-V/def2-TZVPD",
  "largest_force_ha_per_bohr": 0.066,
  "lumo_energy_ev": -1.0,
  "total_energy_ev": -28160.3166,
  "de_lowest_kj_mol": 98.73,
  "homo_ev": -10.3,
  "total_charge": 0,
  "gap_ev": 9.31,
  "symbols": ["C", "O", "Cl", "Cl", "H", "H"],
  "coordinates": [[-0.20, 0.24, 0.35], [-0.94, -0.60, -0.40], [0.11, 1.90, 0.06], [1.88, -0.71, -0.23], [-0.29, 0.02, 1.48], [-0.56, -0.85, -1.26]]
}

{
  "formula": "H18NO7",
  "method": "wB97M-V/def2-TZVPD",
  "largest_force_ha_per_bohr": 0.305,
  "lumo_energy_ev": -3.4,
  "total_energy_ev": -16104.8746,
  "de_lowest_kj_mol": 627.28,
  "homo_ev": -14.1,
  "total_charge": 1,
  "gap_ev": 10.67,
  "symbols": ["N", "H", "H", "H", "H", "O", "H", "H", "O", "H", "H", "O", "H", "H", "O", "H", "H", "O", "H", "H", "O", "H", "H", "O", "H", "H"],
  "coordinates": [[-0.04, -0.87, 1.01], [0.47, -1.20, 0.19], [0.57, -0.76, 1.76], [-0.69, -1.58, 0.91], [-0.53, -0.13, 0.93], [-0.86, 2.42, 0.20], [0.14, 2.75, -0.06], [-0.95, 2.58, 1.15], [1.62, 1.52, -1.18], [1.86, 0.56, -1.42], [2.46, 2.03, -0.86], [-2.17, 0.62, -1.45], [-1.92, 1.28, -0.81], [-1.77, 0.72, -2.30], [-0.58, -3.22, -0.91], [0.04, -3.72, -0.93], [-0.97, -3.33, -1.67], [2.28, -1.18, -1.48], [1.95, -1.08, -2.41], [3.12, -0.77, -1.51], [-3.67, -0.47, 0.65], [-3.24, -0.04, 1.17], [-3.39, 0.10, -0.12], [1.76, 1.41, 2.86], [2.65, 1.18, 2.51], [1.88, 1.17, 3.78]]
}